Entry 1:
Density functional theory data (ωB97M-V/def2-TZVPD) for one molecule with the formula C5H12O2.

Values from the calculation:
Kohn-Sham gap: 10.808 eV
HOMO: -9.854 eV

Last column: natural (NBO) charge in e.
Atoms and positions in Å:
C -0.98639 2.54389 0.17762  -0.244
O -0.92775 1.15345 0.39993  -0.567
C -0.28695 0.44622 -0.65146  -0.051
C 0.04714 -0.95878 -0.15567  -0.278
C 0.64034 -1.85931 -1.22950  -0.603
C 0.85963 -0.94410 1.16376  -0.061
O -0.04348 -0.80791 2.24020  -0.725
H -1.54814 2.78769 -0.73674  0.169
H -1.49226 3.00039 1.03196  0.198
H 0.02400 2.96877 0.09041  0.169
H -0.95537 0.44015 -1.53254  0.172
H 0.64670 0.95748 -0.93229  0.162
H -0.90769 -1.40040 0.13944  0.213
H 0.81730 -2.83900 -0.77294  0.217
H 1.59538 -1.44852 -1.56847  0.201
H -0.02025 -2.01486 -2.09499  0.213
H 1.46649 -1.85660 1.26189  0.176
H 1.60949 -0.13764 1.24182  0.156
H -0.53817 -0.03090 1.92757  0.482



Entry 2:
Density functional theory data (ωB97M-V/def2-TZVPD) for a 2-piece molecular cluster, C4H4Cl4N2P overall at a distorted geometry.

Values from the calculation:
Charge: +1
Kohn-Sham gap (alpha / beta): 7.593 / 7.594 eV
HOMO (alpha / beta): -13.424 / -13.424 eV

Last column: natural (NBO) charge in e.
Atoms and positions in Å:
C -0.55078 -0.77499 -2.03146  -0.584
C -1.01255 0.49175 -1.96064  0.128
C 0.38674 1.30742 -0.21824  0.398
C 0.91378 -0.21033 1.66121  0.178
N -0.42270 1.45202 -1.17782  -0.410
N 0.79525 0.04765 0.35359  -0.604
P 0.66375 -1.46852 -0.79528  0.986
Cl -2.26004 1.21149 -2.88509  0.121
Cl 1.01816 2.72181 0.55316  0.099
Cl -1.50486 -0.12262 2.76184  -0.232
Cl 2.29136 -1.36227 -1.82299  -0.168
H -1.07594 -1.65590 -2.56070  0.290
H 1.05819 0.60178 2.42198  0.260
H -1.11095 -1.08972 3.69434  0.325
H 0.81059 -1.14957 2.00610  0.213



no.,DFT total energy (eV)
1,-9473.81049
2,-66562.71320